Record 1
Here is one molecule with the formula C2H6N2O3S at a distorted geometry from the Open Molecules 2025 dataset. Energies are from ωB97M-V/def2-TZVPD.

Values from the calculation:
Gap between HOMO and LUMO   10.8 eV
HOMO   -10.24 eV
ΔE to the lowest compared entry with this formula, charge and spin   53.27 kcal/mol

Last column: natural (NBO) charge in e.
Element x y z (Å)
1 C 2.425327 0.087259 0.371653  -0.8226
2 S 0.860237 -0.431341 -0.297726  2.2741
3 O 0.632694 -1.754368 0.105331  -0.9465
4 O 0.820191 -0.120559 -1.706564  -0.9477
5 N -0.219370 0.544053 0.583375  -0.6909
6 N -1.490771 0.715423 -0.354433  -0.4839
7 C -2.655769 0.011880 -0.114103  0.4950
8 O -3.002968 -0.598452 0.894166  -0.5892
9 H 2.177395 0.173076 1.346145  0.2307
10 H 3.022534 -0.664409 0.073788  0.2445
11 H 2.535604 1.078484 -0.124983  0.2502
12 H -0.459829 -0.090590 1.369208  0.4145
13 H -1.210546 0.958629 -1.311154  0.4271
14 H -3.434730 0.090918 -0.834706  0.1447

Cartesian forces (eV/Å) of the 6 atoms listed first:
-3.28 3.23 -3.06
0.67 1.18 -1.38
-0.33 -2.47 0.73
-0.35 0.44 0.62
-2.26 0.14 -2.10
1.60 -0.75 1.82

---

Record 2
Here is C2H6N2O4Tl as an isolated structure at a distorted geometry from the Open Molecules 2025 dataset. Energies are from ωB97M-V/def2-TZVPD.

Values from the calculation:
⟨S²⟩   0.76
Gap between HOMO and LUMO (alpha / beta)   5.4 / 2.4 eV
Total charge   +2
HOMO (alpha / beta)   -16.86 / -16.86 eV
2S+1   2
ΔE to the lowest compared entry with this formula, charge and spin   4.30 kcal/mol

Last column: Mulliken spin population.
Element x y z (Å)
1 Tl 1.017200 -1.807022 -1.186668  0.0015
2 C 3.111226 2.723805 -0.196950  0.0001
3 N 2.859170 1.772235 -1.313138  -0.0001
4 O 3.113785 2.249744 -2.415451  0.0007
5 O 2.582965 0.620044 -1.094123  0.0003
6 H 2.599395 2.322970 0.677966  0.0000
7 H 2.607012 3.654257 -0.457969  0.0000
8 H 4.187704 2.778868 -0.034864  0.0000
9 C -3.373802 -2.275732 1.434294  0.0455
10 N -2.877302 -1.758945 0.159079  -0.0091
11 O -3.691864 -1.552600 -0.766127  0.9452
12 O -1.648170 -1.567774 0.054491  -0.0091
13 H -2.746115 -3.110544 1.746063  0.0122
14 H -4.388056 -2.659566 1.324516  0.0081
15 H -3.353148 -1.389741 2.068880  0.0048

Cartesian forces (eV/Å) of the 6 atoms listed first:
0.87 0.37 -0.31
-1.19 -0.36 0.88
2.10 3.01 -2.08
-0.88 -1.27 1.20
-1.03 -1.89 0.38
0.31 -0.07 0.05

---

Record 3
Here is one molecule with the formula C2H6N2OS at a distorted geometry from the Open Molecules 2025 dataset. Energies are from ωB97M-V/def2-TZVPD.

Values from the calculation:
Gap between HOMO and LUMO   9.3 eV
HOMO   -8.58 eV
ΔE to the lowest compared entry with this formula, charge and spin   66.04 kcal/mol

Last column: natural (NBO) charge in e.
Element x y z (Å)
1 C 0.992390 1.088299 -0.049077  -0.6833
2 C -0.036547 -0.064788 -0.115368  0.3660
3 N 0.226707 -1.345165 -0.122147  -0.2136
4 O 1.623665 -1.594759 -0.110619  -0.5855
5 N -1.364999 0.343729 -0.316801  -0.7598
6 S -2.613894 -0.765002 -0.137083  0.2140
7 H 1.633235 1.183485 -0.924226  0.2446
8 H 0.534591 2.131573 0.104093  0.2119
9 H 1.555893 0.975846 0.858079  0.2406
10 H 1.631630 -2.560278 -0.241636  0.4782
11 H -1.556874 1.296920 -0.209650  0.3930
12 H -2.625797 -0.689856 1.264431  0.0939

Cartesian forces (eV/Å) of the 6 atoms listed first:
-1.44 1.00 0.37
0.80 -0.49 -0.83
-0.21 2.14 0.01
-0.37 -0.29 0.05
1.19 -1.80 -0.10
-0.31 0.42 1.48

---

Record 4
Here is one molecule with the formula C2H6N2OS at a distorted geometry from the Open Molecules 2025 dataset. Energies are from ωB97M-V/def2-TZVPD.

Values from the calculation:
Gap between HOMO and LUMO   9.5 eV
HOMO   -9.16 eV
ΔE to the lowest compared entry with this formula, charge and spin   109.28 kcal/mol

Last column: natural (NBO) charge in e.
Element x y z (Å)
1 H 1.684909 -1.511502 0.812518  0.3568
2 N 1.041003 -0.888102 1.207044  -0.7182
3 C 0.322118 -0.346434 0.320936  0.1659
4 N -0.692233 0.559843 0.916415  -0.4003
5 O -0.356975 1.019026 2.321947  -0.5537
6 S 0.547453 -0.401523 -1.293161  0.3024
7 C -1.099880 0.273080 -2.001461  -0.7671
8 H -0.907039 1.395508 0.194137  0.3685
9 H -0.061414 -0.042036 2.388514  0.4994
10 H -1.189461 1.446320 -1.934138  0.2308
11 H -1.256195 -0.228542 -3.011371  0.2563
12 H -1.949051 -0.049646 -1.115735  0.2591

Cartesian forces (eV/Å) of the 6 atoms listed first:
1.24 -1.30 -0.38
-0.64 0.12 0.58
-1.86 3.03 5.13
-0.33 2.22 -3.00
0.40 -4.95 -3.10
-0.99 0.34 -4.32

---

Record 5
Here is one molecule with the formula C2H6N2OS at a distorted geometry from the Open Molecules 2025 dataset. Energies are from ωB97M-V/def2-TZVPD.

Values from the calculation:
Gap between HOMO and LUMO   10.1 eV
HOMO   -9.27 eV
ΔE to the lowest compared entry with this formula, charge and spin   137.16 kcal/mol

Last column: natural (NBO) charge in e.
Element x y z (Å)
1 S -0.461995 -1.347735 1.979410  -0.0399
2 C -0.177626 -0.003651 0.835524  -0.5702
3 C 0.547465 -0.443556 -0.496118  -0.2561
4 N 1.193423 0.832403 -0.974733  -0.0273
5 N 0.197540 1.723073 -1.365366  -0.2189
6 O 1.047448 1.022486 -2.381839  -0.2713
7 H -1.817970 -1.621360 2.059341  0.1485
8 H 0.589573 0.628985 1.204232  0.2224
9 H -1.125372 0.728827 0.612095  0.2512
10 H -0.067784 -0.854973 -1.284208  0.2114
11 H 1.364149 -1.049274 -0.209154  0.2069
12 H 0.503902 2.678933 -1.432631  0.3432

Cartesian forces (eV/Å) of the 6 atoms listed first:
-0.45 -0.73 0.79
-2.36 1.22 -2.63
-1.08 2.07 0.42
0.68 -0.16 0.69
-0.99 -1.15 -1.81
-0.92 0.26 0.77

---

Record 6
Here is one molecule with the formula C2H6N2S at a distorted geometry from the Open Molecules 2025 dataset. Energies are from ωB97M-V/def2-TZVPD.

Values from the calculation:
Gap between HOMO and LUMO   10.0 eV
HOMO   -9.28 eV
ΔE to the lowest compared entry with this formula, charge and spin   26.93 kcal/mol

Last column: natural (NBO) charge in e.
Element x y z (Å)
1 C 1.693561 -0.423781 -0.058699  -0.4660
2 N 1.096402 0.887676 -0.063558  -0.4716
3 C -0.181691 0.960845 -0.077255  0.2746
4 N -1.077828 -0.093302 -0.007990  -0.7979
5 S -2.733779 0.086720 -0.181199  0.2031
6 H 1.400045 -0.978714 -0.945956  0.1758
7 H 2.789709 -0.321346 -0.282980  0.2133
8 H 1.440396 -1.039350 0.774200  0.1913
9 H -0.710382 1.927685 -0.097862  0.1760
10 H -0.667506 -1.000964 -0.222143  0.3983
11 H -3.048925 -0.005473 1.163443  0.1030

Cartesian forces (eV/Å) of the 6 atoms listed first:
1.30 0.48 -1.87
-1.37 0.45 -0.02
0.49 0.55 0.35
1.02 -0.74 -0.44
-0.32 -0.03 0.99
-0.51 -0.33 -0.36

---

Record 7
Here is a 2-piece molecular cluster, C2H6N2S overall at a distorted geometry from the Open Molecules 2025 dataset. Energies are from ωB97M-V/def2-TZVPD.

Values from the calculation:
Gap between HOMO and LUMO   8.3 eV
HOMO   -8.26 eV
ΔE to the lowest compared entry with this formula, charge and spin   108.86 kcal/mol

Last column: natural (NBO) charge in e.
Element x y z (Å)
1 C -0.303711 1.099946 -0.000651  -0.2976
2 C 0.661546 0.200786 0.642527  0.1167
3 N -0.147120 -0.341875 -0.284946  -0.2332
4 N -1.167236 -1.256504 -0.226464  -0.6731
5 S 2.918690 0.609152 -0.215907  -0.3976
6 H -1.033738 1.598996 0.688856  0.1899
7 H -0.063194 1.835708 -0.681153  0.2142
8 H 0.846719 -0.134686 1.610598  0.2126
9 H -1.653703 -1.498786 0.635488  0.3622
10 H -1.701878 -1.394751 -1.059399  0.3831
11 H 2.495516 -0.258156 -1.153207  0.1230

Cartesian forces (eV/Å) of the 6 atoms listed first:
-0.63 0.19 2.78
2.42 0.58 -2.17
-1.69 1.24 -1.23
0.18 -1.47 1.04
-2.42 -0.78 0.82
-0.01 -1.39 -0.32

---

Record 8
Here is C2H6N2S as an isolated structure at a distorted geometry from the Open Molecules 2025 dataset. Energies are from ωB97M-V/def2-TZVPD.

Values from the calculation:
Gap between HOMO and LUMO   9.7 eV
HOMO   -9.08 eV
ΔE to the lowest compared entry with this formula, charge and spin   76.10 kcal/mol

Last column: natural (NBO) charge in e.
Element x y z (Å)
1 C -1.751905 0.106841 0.323651  -0.8061
2 C 1.126822 -0.506019 -0.302541  0.3495
3 H -1.546827 1.249131 0.009638  0.2321
4 H -2.938211 -0.205375 -0.375765  0.2243
5 H -2.158938 0.076500 1.563164  0.2514
6 H 2.165356 1.128306 -0.030348  0.4023
7 H 0.850983 1.570371 -1.205749  0.4080
8 H 1.606965 -1.967710 0.798754  0.3604
9 N 1.269603 0.808123 -0.408571  -0.8343
10 N 2.053816 -1.155028 0.228132  -0.7147
11 S -0.677663 -1.105139 -0.600368  0.1272

Cartesian forces (eV/Å) of the 6 atoms listed first:
-4.38 1.23 -0.76
-2.85 -0.28 0.41
-0.36 -2.80 0.85
3.61 1.15 2.34
1.93 -0.39 -3.79
-0.48 -0.13 -0.29

---

Record 9
Here is C2H6N2S as an isolated structure at a distorted geometry from the Open Molecules 2025 dataset. Energies are from ωB97M-V/def2-TZVPD.

Values from the calculation:
Gap between HOMO and LUMO   9.7 eV
HOMO   -9.05 eV
ΔE to the lowest compared entry with this formula, charge and spin   100.25 kcal/mol

Last column: natural (NBO) charge in e.
Element x y z (Å)
1 C 0.062748 0.010444 0.080929  0.0762
2 C 0.526232 -1.322771 -0.242139  -0.6177
3 H 0.237043 2.837081 -0.433976  0.3402
4 H -0.621421 2.151436 0.550126  0.3286
5 H -1.287421 0.214418 0.505518  0.1474
6 H 1.112689 -1.671523 0.650645  0.2369
7 H 1.308089 -0.855898 -1.128084  0.2980
8 H -1.524868 -2.145088 0.758980  0.1393
9 N 0.353449 2.155847 0.228215  -0.6410
10 N 0.829809 0.990794 -0.388206  -0.2625
11 S -0.996349 -2.364739 -0.582009  -0.0454

Cartesian forces (eV/Å) of the 6 atoms listed first:
-1.70 3.14 -1.29
1.42 0.46 -0.81
0.82 2.40 -2.37
0.33 -1.16 0.46
4.54 -0.51 -0.87
-0.42 -0.33 -1.16